1.
DFT (ωB97M-V/def2-TZVPD) results for a structure of composition C28H42F2O8S4.

Geometry (Å):
H 22.47 -47.50 -32.21
H 20.46 -53.74 -34.47
C 17.57 -48.77 -27.80
C 23.49 -52.94 -32.36
C 17.92 -49.75 -30.22
H 20.68 -46.23 -32.95
O 18.58 -53.99 -32.82
H 21.10 -50.93 -30.54
C 22.38 -42.49 -34.88
C 19.75 -53.08 -34.86
H 17.07 -49.33 -27.10
C 22.59 -46.63 -28.81
C 16.70 -48.20 -29.00
C 21.21 -42.82 -34.12
H 16.72 -52.89 -33.98
H 23.41 -49.74 -30.41
H 21.99 -45.98 -34.14
O 19.94 -46.08 -30.15
H 18.02 -54.36 -35.72
H 20.12 -42.54 -32.47
H 25.18 -49.92 -31.67
H 25.53 -52.36 -32.64
H 20.61 -43.52 -34.55
H 21.70 -43.44 -29.08
C 24.64 -52.02 -32.24
C 21.83 -44.42 -29.65
H 18.91 -53.51 -36.79
H 21.57 -49.77 -33.07
H 22.38 -42.88 -35.84
H 18.60 -48.97 -30.68
H 24.19 -41.22 -34.92
C 21.99 -41.49 -32.27
O 19.59 -44.48 -28.21
C 21.04 -42.36 -32.86
C 16.53 -49.20 -30.09
H 21.75 -45.67 -27.16
H 16.67 -52.14 -36.16
S 19.92 -48.84 -34.49
C 22.00 -47.84 -33.19
H 18.03 -51.01 -35.75
H 20.73 -46.91 -35.61
H 23.70 -44.81 -28.46
C 23.12 -41.03 -33.01
C 21.25 -46.63 -33.76
H 15.93 -50.06 -30.01
C 20.96 -48.89 -33.09
S 18.82 -52.69 -33.45
H 21.82 -44.02 -30.77
C 23.35 -41.56 -34.30
C 17.42 -52.21 -34.27
C 21.49 -46.39 -28.04
C 24.43 -50.79 -31.63
H 21.63 -53.32 -31.75
H 20.43 -48.82 -32.06
S 18.64 -49.96 -28.63
O 20.01 -49.54 -28.72
H 17.87 -50.52 -30.73
C 22.15 -51.34 -30.98
C 17.57 -52.26 -35.59
O 20.44 -49.68 -35.53
C 18.64 -53.33 -35.87
F 21.86 -41.17 -30.96
H 17.02 -51.07 -34.01
H 21.08 -47.39 -27.75
H 15.67 -47.80 -28.71
C 23.25 -50.53 -30.92
H 23.97 -40.60 -32.48
H 19.23 -46.67 -34.73
C 22.34 -52.60 -31.65
H 17.17 -47.49 -29.31
O 18.32 -51.26 -28.14
H 16.12 -48.85 -31.09
S 20.47 -45.38 -29.05
C 20.21 -47.15 -34.83
H 18.24 -48.06 -27.40
F 23.70 -54.12 -32.78
O 18.61 -48.96 -34.13
H 23.18 -47.22 -28.14
H 20.06 -52.20 -34.91
O 19.28 -51.68 -32.66
H 22.35 -47.44 -29.65
H 22.92 -48.36 -33.71
H 23.71 -45.47 -30.11
C 23.12 -45.28 -29.34



2.
DFT (ωB97M-V/def2-TZVPD) results for a cluster of 2 separate species, C3HF5O in total.

Geometry (Å):
F -1.44 -1.83 0.76
F -0.27 1.02 -2.12
H 0.09 0.50 -0.19
C 0.49 -1.07 -1.65
C -0.61 -2.08 1.83
F -1.36 -2.01 2.93
O 0.54 -2.26 1.78
C 0.14 0.14 -1.27
F 0.98 -1.94 -0.81
F 0.54 -1.40 -2.98

Summary:
* structure (SMILES): FC=C(F)F.O=C(F)F



Computed energy relative to the best compared isomer or geometry (same formula, charge and spin), in the same sequence as the records: 0.954; 0.058 eV.
Computed calculated total energy, in the same sequence as the records: -94859.781; -18760.498 eV.